(1)
{
  "formula": "C5H7NO",
  "method": "ωB97M-V with the def2-TZVPD basis set",
  "elements": ["N", "C", "O", "C", "C", "C", "C", "H", "H", "H", "H", "H", "H", "H"],
  "coordinates": [[2.419, 0.249, 0.589], [1.423, -0.056, -0.109], [0.925, -1.283, -0.495], [-0.325, -0.668, -0.918], [-1.308, -0.550, 0.263], [-0.761, 0.871, 0.576], [0.236, 0.730, -0.599], [2.913, -0.581, 0.912], [-0.654, -1.033, -1.892], [-1.133, -1.313, 1.026], [-2.362, -0.566, -0.024], [-0.267, 0.999, 1.543], [-1.496, 1.667, 0.444], [0.391, 1.535, -1.316]],
  "atomic_forces_ev_per_a": [[-0.232, -0.222, -0.242], [0.318, 0.259, 0.331], [0.098, -0.003, 0.090], [-0.279, -0.082, -0.192], [-0.116, -0.109, 0.041], [-0.064, 0.111, 0.147], [0.077, 0.136, -0.108], [0.128, -0.023, -0.128], [0.085, 0.050, 0.170], [-0.073, 0.114, -0.088], [0.146, 0.001, -0.004], [-0.148, 0.021, -0.124], [0.071, -0.128, -0.041], [-0.011, -0.125, 0.148]],
  "lowdin_charge": [0.170, -0.432, 0.033, -0.221, -0.097, -0.108, -0.142, 0.062, 0.147, 0.116, 0.109, 0.110, 0.106, 0.146],
  "e_tot_ev": -8834.34721
}

(2)
{
  "formula": "C5H7NO",
  "method": "ωB97M-V with the def2-TZVPD basis set",
  "elements": ["C", "C", "C", "C", "C", "N", "O", "H", "H", "H", "H", "H", "H", "H"],
  "coordinates": [[0.425, -0.249, 0.252], [-0.632, -0.403, -0.477], [2.733, -0.229, 0.521], [-0.832, -0.448, 1.038], [-1.421, -0.499, -1.706], [2.969, 0.966, 1.005], [3.342, -1.196, 0.222], [-1.049, -1.402, 1.511], [-1.287, 0.396, 1.548], [-1.844, -1.502, -1.792], [-0.801, -0.302, -2.579], [-2.246, 0.215, -1.679], [2.211, 1.602, 1.178], [3.912, 1.243, 1.260]],
  "atomic_forces_ev_per_a": [[3.005, -0.080, 0.089], [0.313, 0.234, 0.780], [-3.045, -1.375, -1.074], [-0.170, 0.011, -0.095], [0.079, -0.045, -0.174], [0.486, 0.669, 0.377], [-0.276, 0.995, 0.384], [0.027, -0.131, 0.052], [-0.084, 0.117, 0.048], [-0.065, 0.014, -0.060], [-0.030, -0.008, -0.093], [-0.003, -0.036, -0.048], [-0.083, -0.192, -0.100], [-0.155, -0.173, -0.087]],
  "lowdin_charge": [0.006, -0.297, -0.350, -0.148, -0.064, 0.148, 0.113, 0.065, 0.060, 0.081, 0.075, 0.079, 0.104, 0.126],
  "e_tot_ev": -8831.45368
}

(3)
{
  "formula": "C5H7NO",
  "method": "ωB97M-V with the def2-TZVPD basis set",
  "elements": ["H", "N", "C", "C", "C", "C", "H", "H", "H", "H", "C", "O", "H", "H"],
  "coordinates": [[-1.112, -0.782, -0.013], [-0.117, -0.779, -0.260], [0.405, 0.345, -0.007], [-0.282, 1.565, 0.580], [-1.696, 1.337, 0.877], [-2.853, 1.082, 1.097], [1.470, 0.468, -0.234], [0.255, 1.865, 1.489], [-0.170, 2.399, -0.125], [-3.880, 0.876, 1.301], [1.985, -2.093, -1.174], [2.756, -1.189, -1.396], [1.314, -2.504, -1.950], [1.926, -2.590, -0.188]],
  "atomic_forces_ev_per_a": [[0.080, -0.024, -0.012], [0.000, 0.422, 0.150], [-0.020, -0.262, -0.090], [-0.034, -0.021, -0.002], [-0.536, -0.111, 0.098], [0.508, 0.124, -0.087], [-0.138, 0.033, 0.032], [-0.074, -0.055, -0.124], [-0.020, -0.116, 0.088], [0.178, 0.046, -0.036], [0.202, 0.140, -0.067], [-0.302, -0.369, 0.107], [0.100, 0.108, 0.041], [0.056, 0.086, -0.099]],
  "lowdin_charge": [0.053, 0.110, -0.219, -0.182, -0.158, 0.118, 0.099, 0.122, 0.123, 0.031, -0.202, -0.047, 0.077, 0.076],
  "e_tot_ev": -8832.88435,
  "smiles": "[H]/N=C\\CC#C.C=O"
}

Maximum force, record by record: 0.53, 3.51, 0.56 eV/A
Frontier orbital gap, record by record: 10.95, 8.64, 10.57 eV
ΔE to the lowest compared entry with this formula, charge and spin, record by record: 42.8, 109.5, 76.5 kcal per mole